# 1
Molecular formula: C6H16Br3N5O10
Method: DFT, ωB97M-V/def2-TZVPD

Results
HOMO level = -10.3 eV
Gap between HOMO and LUMO = 10.0 eV
Multiplicity = 1
Energy above the lowest of the compared OMol25 structures with the same formula, charge and spin = 38.9 kcal per mole
Charge = 0

Each line ends with the natural charge from an NBO analysis.
Atoms and positions in Å:
C -4.9517 -5.1649 -2.5652  -0.48
N -3.5447 -5.6906 -2.5963  0.51
O -3.0907 -6.2657 -1.5711  -0.38
O -2.9478 -5.5575 -3.6724  -0.36
H -5.5378 -5.6092 -1.7607  0.23
H -5.4455 -5.5232 -3.4684  0.24
H -4.7688 -4.0958 -2.4570  0.24
C 6.9409 5.3513 -0.1572  -0.48
N 5.5795 4.9814 0.4095  0.53
O 5.1343 3.8434 0.2944  -0.37
O 5.0214 5.8695 1.0391  -0.38
H 6.9123 5.2158 -1.2383  0.24
H 7.6288 4.6722 0.3467  0.23
H 7.1747 6.3319 0.2574  0.24
C 1.9653 -6.5690 3.6760  -0.49
N 3.0469 -6.2766 2.6851  0.51
O 2.8823 -5.2224 2.0532  -0.36
O 3.9559 -7.1239 2.5357  -0.37
H 2.4337 -6.9207 4.5953  0.23
H 1.1228 -7.1533 3.3061  0.25
H 1.5022 -5.6130 3.9203  0.23
C -3.3382 1.5399 -9.0993  -0.48
N -4.3227 0.3923 -9.1696  0.53
O -4.9606 0.3068 -10.2316  -0.40
O -4.6194 -0.1658 -8.1554  -0.35
H -2.4260 1.2222 -9.6043  0.24
H -3.2624 1.8549 -8.0585  0.23
H -3.8944 2.2818 -9.6722  0.24
C 1.1495 4.8726 7.2428  -0.49
N -0.1324 4.8390 7.9562  0.52
O -1.0441 4.1061 7.5838  -0.36
O -0.1808 5.5784 8.9293  -0.38
H 1.1445 4.0732 6.5019  0.23
H 1.9048 4.5990 7.9795  0.24
H 1.4269 5.8267 6.7945  0.24
C -1.5306 1.0549 1.1111  -0.45
Br -1.8702 0.8934 -0.8456  0.07
Br -2.0483 -0.5713 2.0940  0.08
Br -2.5506 2.6498 1.7358  0.07
H -0.4588 1.1666 1.2750  0.22

***

# 2
Molecular formula: C6H16BrLiNO7
Method: DFT, ωB97M-V/def2-TZVPD

Results
HOMO level (spin up / spin down) = -0.6 / -0.6 eV
Gap between HOMO and LUMO (spin up / spin down) = 5.0 / 4.3 eV
Multiplicity = 2
Charge = -2

Each line ends with the Löwdin spin population.
Atoms and positions in Å:
Li 0.6804 -0.4042 -1.4700  0.00
Br -0.4681 -2.4828 -1.5024  0.00
N 0.3553 0.7479 -4.3816  0.00
O 0.6897 -0.2695 -5.0024  0.00
O 0.1949 1.8405 -4.8259  0.00
O 0.2571 0.6967 -3.1759  0.00
C 4.1887 -0.2619 0.3121  0.00
C 3.8644 -1.2146 -0.9234  0.00
O 2.8331 -0.7569 -1.7680  0.00
H 3.3055 -0.1665 0.9436  0.00
H 4.4088 0.7817 0.0872  0.00
H 5.0169 -0.6196 0.9238  0.00
H 3.7342 -2.1941 -0.4631  0.00
H 4.7604 -1.3226 -1.5346  0.00
C 0.5055 0.0571 2.1574  0.02
C 0.6227 1.2361 1.1687  0.08
O -0.2128 1.2157 0.0113  0.83
H 1.2721 0.1567 2.9259  0.00
H 0.5465 -0.8963 1.6306  0.00
H -0.3766 0.1730 2.7872  0.00
H 1.6992 1.3302 1.0258  0.05
H 0.6303 2.1959 1.6851  0.01
C -3.4089 -0.6528 0.7787  0.00
C -4.5688 0.2590 1.3132  0.00
O -4.0510 1.5689 1.7133  0.00
O -2.9228 -0.0687 -0.4193  0.01
H -3.6920 -1.6671 0.4973  0.00
H -2.6000 -0.8768 1.4741  0.00
H -5.0097 -0.2814 2.1508  0.00
H -5.3514 0.2996 0.5556  0.00
H -4.7236 2.0867 2.1617  0.00
H -2.1798 -0.5103 -0.8369  0.00

***

# 3
Molecular formula: C6H16ClIN2OPSTi
Method: DFT, ωB97M-V/def2-TZVPD

Results
HOMO level (spin up / spin down) = -15.7 / -16.7 eV
Gap between HOMO and LUMO (spin up / spin down) = 7.6 / 8.6 eV
Multiplicity = 2
Energy above the lowest of the compared OMol25 structures with the same formula, charge and spin = 1.2 kcal per mole
Charge = +2

Each line ends with the Löwdin spin population.
Atoms and positions in Å:
C 0.3023 2.5541 -3.3817  0.00
I 1.4142 2.8237 -1.4441  0.00
H 0.7455 1.7268 -3.9424  0.00
H 0.4463 3.5038 -3.9083  0.00
H -0.7573 2.3743 -3.1812  0.00
Ti 0.1395 0.7992 -0.3660  0.84
P -1.9246 -0.5457 -0.6794  0.00
C -3.6301 -0.0890 -0.2550  0.00
C -2.0132 -1.0767 -2.4167  0.00
H -0.7603 -2.6130 -0.0791  0.00
H -2.5487 -2.8059 -0.1145  0.00
H -1.7465 -2.0017 1.2809  0.00
C -1.7189 -2.1479 0.1910  0.00
H -1.1062 -1.6198 -2.7015  0.00
H -2.8899 -1.7238 -2.5400  0.00
H -4.3302 -0.8578 -0.6080  0.00
H -3.8862 0.8716 -0.7120  0.00
H -2.1085 -0.2045 -3.0719  0.00
H -3.7237 0.0113 0.8321  0.00
C -1.4451 2.1094 0.2164  0.06
O -2.2178 2.7668 0.7925  0.05
Cl 1.2160 -0.9486 -1.3789  0.00
N 3.3937 0.4529 1.5672  0.00
C 2.3001 -0.1170 2.0608  0.02
N 2.3933 -1.1525 2.8923  0.00
S 0.6626 0.5604 1.8259  0.02
H 4.3110 0.1731 1.9043  0.00
H 3.3288 1.2202 0.9107  0.00
H 1.5467 -1.6227 3.1866  0.00
H 3.2760 -1.6199 3.0651  0.00

***

# 4
Molecular formula: C6H16HgN3Se
Method: DFT, ωB97M-V/def2-TZVPD

Results
HOMO level = -0.1 eV
Gap between HOMO and LUMO = 2.9 eV
Multiplicity = 1
Charge = -1

Each line ends with the natural charge from an NBO analysis.
Atoms and positions in Å:
C 0.8557 -2.2252 -2.0168  -1.20
Hg 1.0855 -0.6722 -0.8213  0.81
N -0.4973 1.4245 1.1498  -1.07
H 0.8563 1.0897 -0.9009  -0.67
H -1.4780 1.6208 1.0349  0.34
H 1.5795 0.8386 0.0846  -0.47
H 1.2166 -1.9514 -3.0444  0.20
H -0.2358 -2.2839 -2.1032  0.20
H 1.2694 -3.1380 -1.7183  0.18
H -0.3000 1.0567 2.0919  0.35
H 0.0486 2.2437 0.9867  0.37
C -3.7109 -0.4551 -0.0680  -0.41
N -3.1507 -0.5539 1.2739  -0.39
C -3.6110 0.0922 2.4145  -0.07
C -2.7978 -0.2450 3.4212  -0.09
N -1.8270 -1.1007 2.9136  -0.40
C -0.7547 -1.6793 3.6715  -0.43
C -2.0313 -1.3010 1.5790  0.24
Se -1.0353 -2.3680 0.4736  -0.27
H -4.7105 -0.0164 0.0097  0.19
H -3.7749 -1.4478 -0.5058  0.23
H -3.0869 0.1793 -0.6991  0.23
H -4.4772 0.7204 2.3704  0.22
H -2.7857 0.0275 4.4644  0.22
H -0.1067 -0.8872 4.0976  0.21
H -1.1455 -2.2890 4.5095  0.19
H -0.1521 -2.3256 3.0173  0.27

***

# 5
Molecular formula: C6H16InNO2P
Method: DFT, ωB97M-V/def2-TZVPD

Results
HOMO level = -3.8 eV
Gap between HOMO and LUMO = 6.9 eV
Multiplicity = 1
Charge = -1

Each line ends with the Mulliken charge.
Atoms and positions in Å:
C -2.2565 0.8745 -0.5494  -1.01
C -1.4978 0.4356 -1.8009  -0.59
P 0.3252 0.8527 -1.7178  -0.04
C 1.0156 -0.5537 -2.7264  -1.04
In 1.0074 0.2803 0.6635  0.68
C -0.1458 -1.4971 1.4900  -1.23
C -0.4232 -2.4636 0.4183  -0.04
N 0.3925 -3.2191 -0.2165  -0.76
C 0.3966 2.0005 1.9492  -0.60
O 1.3556 2.4676 2.9152  -0.32
O 2.6311 2.5901 2.2607  -0.35
H -3.3375 0.9079 -0.7149  0.39
H -2.0625 0.1928 0.2797  0.11
H -1.9394 1.8711 -0.2262  0.24
H -1.9119 0.9555 -2.6704  0.45
H -1.6197 -0.6394 -1.9624  0.31
H 2.0552 -0.3229 -2.9686  0.30
H 0.9763 -1.5207 -2.2241  0.33
H 0.4654 -0.6300 -3.6686  0.32
H 2.7109 -0.1743 0.7330  -0.40
H -1.0700 -1.0989 1.9133  0.34
H 0.4448 -1.9450 2.2922  0.50
H -1.4700 -2.5455 0.0956  0.35
H 1.3409 -3.0602 0.1378  0.26
H 0.0703 2.8528 1.3386  0.24
H -0.4499 1.6861 2.5706  0.25
H 2.9962 1.7030 2.3884  0.30

***

# 6
Molecular formula: C6H16N
Method: DFT, ωB97M-V/def2-TZVPD

Results
HOMO level = -13.6 eV
Gap between HOMO and LUMO = 7.7 eV
Multiplicity = 1
Energy above the lowest of the compared OMol25 structures with the same formula, charge and spin = 121.1 kcal per mole
Charge = +1

Each line ends with the Mulliken charge.
Atoms and positions in Å:
C -2.0278 1.0165 0.9110  -1.14
C -1.2889 0.0491 0.0025  -0.35
C -0.5397 -1.0985 0.1645  -0.10
C 0.8347 0.6828 -0.7960  -0.75
C -0.3201 -1.8746 1.3690  -0.32
C -0.8033 -1.1659 2.6927  -1.16
N 3.4701 1.2981 -3.5727  -0.67
H -2.7374 1.6040 0.3241  0.38
H -1.4148 1.5654 1.6898  0.29
H -2.7536 0.3542 1.5520  0.28
H -1.5981 0.2047 -1.0636  0.53
H -0.1662 -1.5141 -0.7940  0.55
H 1.7979 0.1091 -0.9745  0.36
H 0.6698 1.5720 -0.2701  0.38
H 0.2371 0.4122 -1.5044  0.48
H 0.6851 -2.2129 1.5412  0.35
H -1.0020 -2.6542 1.2635  0.28
H -1.8833 -1.2105 2.8272  0.32
H -0.4281 -0.0752 2.7847  0.26
H -0.3788 -1.7606 3.5260  0.36
H 3.8800 1.4083 -4.4713  0.25
H 2.5115 0.9840 -3.7062  0.20
H 3.2561 2.3061 -3.4954  0.23

***

# 7
Molecular formula: C6H16N
Method: DFT, ωB97M-V/def2-TZVPD

Results
HOMO level = -12.9 eV
Gap between HOMO and LUMO = 9.7 eV
Multiplicity = 1
Energy above the lowest of the compared OMol25 structures with the same formula, charge and spin = 25.2 kcal per mole
Charge = +1

Each line ends with the natural charge from an NBO analysis.
Atoms and positions in Å:
C -2.8107 -1.8946 -0.3336  -0.64
C -2.2364 -0.5082 -0.3278  -0.21
N -0.9108 -0.5167 0.4655  -0.70
H -3.7341 -1.9355 -0.9119  0.26
H -2.0825 -2.6038 -0.7657  0.23
H -3.0249 -2.2204 0.7060  0.22
H -1.9725 -0.1945 -1.3551  0.23
H -2.8499 0.2540 0.1493  0.23
H -0.9377 -1.0033 1.3898  0.44
H -0.5877 0.4294 0.6211  0.46
H -0.1242 -0.9554 -0.0946  0.46
C 1.6310 1.1721 0.7021  -0.26
C 1.8391 0.6150 -0.5428  -0.20
C 2.3788 -0.7874 -0.7946  -0.68
C 1.0605 2.5950 0.8486  -0.67
H 2.1088 0.7923 1.6246  0.22
H 1.7325 1.2309 -1.4621  0.22
H 1.7461 -1.3608 -1.5093  0.21
H 3.3814 -0.7017 -1.2877  0.26
H 2.5367 -1.3353 0.1180  0.22
H 0.6486 3.0361 -0.0560  0.22
H 1.9022 3.2351 1.1572  0.25
H 0.3056 2.6576 1.6590  0.21

***

# 8
Molecular formula: C6H16N2
Method: DFT, ωB97M-V/def2-TZVPD

Results
HOMO level (spin up / spin down) = 1.4 / -5.1 eV
Gap between HOMO and LUMO (spin up / spin down) = 2.3 / 8.6 eV
Multiplicity = 2
Energy above the lowest of the compared OMol25 structures with the same formula, charge and spin = 39.1 kcal per mole
Charge = -1

Each line ends with the Löwdin spin population.
Atoms and positions in Å:
N -1.9772 0.4074 1.5929  0.09
C -1.6696 -0.7445 0.6647  0.14
C -2.8219 -1.2173 -0.2778  0.22
C -0.3625 -0.3396 -0.2089  0.04
N 0.7073 -0.0604 0.7223  0.01
C 1.8926 1.8944 -0.4734  0.03
C 1.9876 0.5136 0.1237  0.01
C 2.5516 -0.4450 -0.9326  0.02
H -2.8739 0.9314 1.4421  0.08
H -2.0079 0.0524 2.5857  0.11
H -1.3393 -1.5738 1.2034  0.04
H -2.8556 -0.7446 -1.1965  0.02
H -2.7234 -2.2889 -0.5727  0.04
H -3.8818 -1.1983 0.2096  0.07
H -0.5215 0.5182 -1.0483  0.01
H -0.1737 -1.3317 -0.8593  0.02
H 0.3247 0.4516 1.5635  0.02
H 1.2742 1.9066 -1.5005  0.00
H 2.6806 2.5659 -0.5429  0.00
H 1.1374 2.4896 0.1698  0.01
H 2.6613 0.5601 0.9399  0.00
H 3.5994 -0.4632 -1.0626  0.00
H 2.0827 -0.4430 -1.9438  0.00
H 2.3089 -1.4410 -0.5982  0.01

***

# 9
Molecular formula: C6H16N2
Method: DFT, ωB97M-V/def2-TZVPD

Results
HOMO level (spin up / spin down) = 1.2 / -4.7 eV
Gap between HOMO and LUMO (spin up / spin down) = 2.7 / 8.5 eV
Multiplicity = 2
Energy above the lowest of the compared OMol25 structures with the same formula, charge and spin = 64.7 kcal per mole
Charge = -1

Each line ends with the Löwdin spin population.
Atoms and positions in Å:
N 2.0305 -1.1455 1.3632  0.06
C 1.1397 -0.1420 0.7170  0.11
C 1.6039 1.1925 1.2316  0.12
C -0.3177 -0.3812 1.0013  0.02
N -1.1581 -0.0074 -0.1463  0.01
C -0.4719 -0.3389 -1.4536  0.12
C -1.4758 -0.9132 -2.4502  0.04
C -1.6263 1.4216 -0.1399  0.03
H 2.8097 -1.1948 0.6221  0.11
H 2.3230 -1.0162 2.4377  0.02
H 1.3770 -0.0224 -0.5354  0.10
H 1.4422 1.5485 2.2566  0.01
H 2.6984 1.2511 1.1864  0.04
H 1.1811 1.9405 0.5476  0.03
H -0.6998 0.1915 1.8908  0.00
H -0.4607 -1.3962 1.2518  0.01
H 0.4032 -1.0464 -1.3189  0.06
H 0.0857 0.5520 -1.8814  0.08
H -1.8791 -1.8820 -2.0680  0.00
H -0.9718 -0.9804 -3.4710  0.03
H -2.3774 -0.1640 -2.5313  0.00
H -2.3811 1.4253 0.6321  0.00
H -0.6282 2.0444 0.0805  0.01
H -2.1408 1.7867 -1.0557  0.01